The following is a DFT calculation (wB97M-V/def2-TZVPD) of the molecule C4H7NO2.

```
! wB97M-V def2-TZVPD RIJCOSX def2/J DEFGRID3
* xyz 0 1
O -0.4463 -1.1874 0.0615
O 1.0822 1.5931 -0.2364
N 0.6188 -0.3854 -0.1675
C 1.9515 -0.6604 0.0730
C 0.1921 0.8619 0.0446
C -1.7085 -0.3818 -0.2638
C -1.2698 0.8862 0.3057
H 2.5527 0.2993 -0.2419
H -1.7634 1.6169 -0.2494
H -2.7513 -0.6829 0.1391
H 2.3249 -1.0147 1.1299
H -1.6970 -0.3857 -1.4301
H 2.2224 -1.5021 -0.5088
H -1.3083 0.9430 1.3441
*
```

The LUMO energy comes out at 0.033 hartree. As for the orbital gap: 9.20 eV. For the HOMO energy, the calculation gives -8.31 eV. The calculation puts the energy above the lowest of the compared OMol25 structures with the same formula, charge and spin at 464.8 kJ/mol.

Here are the Mulliken charges for atoms 1 to 4, given in e: -0.395, -0.655, 0.209, -0.891



The following is a DFT calculation (wB97M-V/def2-TZVPD) of C4H6Br6Ca2O3 as an isolated structure.

```
! wB97M-V def2-TZVPD RIJCOSX def2/J DEFGRID3
* xyz 2 1
Br -4.9957 6.6810 -13.5668
Br -8.1308 12.0925 -11.9227
Br -3.9538 3.8275 -12.3271
Br -8.3610 8.7667 -12.8037
Br -7.4552 9.6377 -9.7832
Br -7.1265 4.6121 -12.2622
Ca 0.9779 9.4873 -9.8898
Ca -1.4392 8.2517 -7.1442
O 0.6661 8.2242 -7.9482
O -0.8178 8.9465 -11.3135
O -1.8755 8.8988 -9.3671
C -7.5015 10.2121 -11.6624
C -3.1859 8.3823 -11.2994
C -5.3168 5.2228 -12.2955
C -1.8785 8.7590 -10.6216
H 1.6269 8.0490 -7.9191
H -6.4623 10.3215 -11.9727
H -3.9619 9.0837 -10.9931
H -3.1273 8.5503 -12.3748
H -5.1464 5.6871 -11.3242
H -3.3957 7.3413 -11.0537
*
```

The LUMO energy comes out at -0.309 hartree. As for the orbital gap: 5.47 eV. For the HOMO energy, the calculation gives -13.89 eV. The calculation puts the energy above the lowest of the compared OMol25 structures with the same formula, charge and spin at 70.4 kJ/mol.

Here are the Mulliken charges for atoms 1 to 4, given in e: -0.017, -0.009, -0.025, 0.018



The following is a DFT calculation (wB97M-V/def2-TZVPD) of the molecule C11H15NO.

```
! wB97M-V def2-TZVPD RIJCOSX def2/J DEFGRID3
* xyz 0 1
O -1.3778 -1.8329 -1.6584
N 1.7983 2.3122 1.3626
C 0.4576 1.0635 -0.3154
C -1.4206 0.5480 1.9110
C -0.3575 -0.9625 -1.3850
C 1.7497 -0.0045 -1.9493
C 0.0689 0.8326 2.1601
C -0.9541 -3.1769 -1.5256
C 0.7447 -0.9582 -2.0302
C 0.5300 1.7912 1.0371
C 1.6180 1.0527 -1.0761
C -0.5479 0.0527 -0.4557
C -1.6949 -0.1130 0.5421
H -2.7153 0.3440 0.2686
H 0.6575 -0.1400 2.0567
H 2.0808 2.9219 0.5585
H 1.6925 3.0285 2.1123
H 0.8995 -1.7359 -2.7917
H 0.0779 -3.2248 -1.2195
H -1.7130 -0.2381 2.6701
H -0.2271 2.5416 0.9114
H 2.3576 1.8102 -0.8988
H 2.6463 -0.3198 -2.6289
H -1.6018 -3.6287 -0.6501
H -1.7786 -1.1814 0.5065
H -1.1681 -3.7449 -2.4628
H 0.0430 1.4377 3.1355
H -1.8656 1.5248 1.8151
*
```

The LUMO energy comes out at 0.035 hartree. As for the orbital gap: 9.48 eV. For the HOMO energy, the calculation gives -8.54 eV. The calculation puts the energy above the lowest of the compared OMol25 structures with the same formula, charge and spin at 222.9 kJ/mol.

Here are the Mulliken charges for atoms 1 to 4, given in e: -0.472, -0.779, 0.542, -0.662